# 1
16
Properties=species:S:1:pos:R:3:forces:R:3 method="wB97M-V/def2-TZVPD" relative_energy_kcal_mol=97.8 e_homo_ev=-7.7 e_lumo_ha=0.03875 homo_lumo_gap_ev=8.80 spin_multiplicity=1
C -2.00114 0.90958 -0.37632 0.2 0.2 0.9
C -0.90940 0.51097 0.23071 3.5 -1.9 -1.8
C -0.22610 0.81871 1.50263 -1.9 -1.0 0.9
C 1.61985 -0.05893 -0.62936 -0.6 -1.5 1.7
N 0.00738 -1.92318 -0.59672 -2.4 1.9 -0.8
N 0.24739 -0.50083 -0.86493 -2.7 1.4 1.9
H -2.28879 0.30753 -1.23102 -0.2 0.8 -0.3
H -2.54066 1.76659 0.08946 -0.2 -1.1 -0.6
H 0.64933 1.31858 1.39912 2.9 1.6 -1.0
H 0.09115 -0.06963 2.06912 -0.6 -0.1 -0.3
H -0.76557 1.48244 2.17391 -0.7 -0.2 0.0
H 1.68846 0.98491 -0.87283 0.1 0.4 0.0
H 2.00761 -0.25752 0.44195 -0.4 0.3 -1.4
H 2.21097 -0.64772 -1.31577 0.5 0.0 -0.2
H 0.82614 -2.45746 -0.62223 1.6 -0.7 -0.2
H -0.61659 -2.18403 -1.39773 1.0 -0.1 1.1

---

# 2
50
Properties=species:S:1:pos:R:3:forces:R:3 method="wB97M-V/def2-TZVPD" relative_energy_kcal_mol=432.6 e_homo_ev=-9.2 e_lumo_ha=0.00539 homo_lumo_gap_ev=9.37 spin_multiplicity=1
C -0.72454 2.26319 -1.13026 2.3 -2.4 -5.1
C -1.15304 2.67743 0.13370 3.1 4.0 1.6
H -1.97105 3.25435 0.07178 -3.1 2.7 -0.2
C -0.02402 3.57919 0.85526 -0.5 1.0 -3.0
N 1.21511 2.86961 0.92987 -2.3 -3.1 4.4
S 0.95495 1.81378 2.41003 3.7 -1.3 2.2
O -0.16782 2.30084 3.37541 3.9 -1.8 -3.5
O 2.43791 1.42867 2.90188 -5.5 1.9 -1.2
C 0.55657 0.26425 1.56663 -5.4 -1.1 2.6
C 1.19112 -0.28492 0.50108 4.4 5.9 2.4
C 0.89674 -1.47426 0.06637 5.0 -2.5 -6.9
C -0.22171 -2.01407 0.31596 -8.4 -5.3 -1.5
C -1.13964 -1.44177 1.10233 -3.9 1.4 8.7
C -0.72950 -0.43655 2.03828 7.2 -1.6 -9.0
H -1.19476 0.05950 2.69617 -4.1 3.0 5.1
H -2.15620 -1.91800 1.67377 2.6 0.7 -2.8
N -0.97988 -3.12170 -0.47624 11.2 9.1 -2.4
C -0.40608 -3.80689 -1.39412 4.6 -4.4 -4.2
O 0.73978 -3.74916 -2.02784 -4.3 1.0 2.8
C -1.23972 -5.10659 -1.65918 10.2 -2.5 -3.3
C -1.31535 -5.15522 -3.31555 -11.6 -7.2 6.5
H -0.62039 -4.68323 -3.61940 9.2 5.4 -4.8
C -2.70971 -4.46774 -3.30251 4.6 6.1 -6.8
H -3.36953 -4.62882 -4.15824 0.3 -0.3 0.1
C -3.17684 -4.94383 -2.15741 -14.4 -0.2 5.8
H -4.14744 -4.14904 -1.79633 2.7 -1.5 -0.3
H -4.09412 -5.66807 -2.44336 2.7 -0.3 1.3
O -2.37242 -5.19270 -1.07419 -4.2 -0.4 0.8
H -2.59682 -3.24604 -3.34144 0.2 -2.7 0.3
H -1.62210 -6.22439 -3.60256 1.6 1.4 0.0
H -0.54796 -6.06334 -1.33959 -1.1 2.5 -0.5
H -1.61689 -3.55026 -0.09441 -8.7 -5.0 5.6
H 1.38198 -1.87609 -0.88703 -0.1 0.4 1.7
H 2.11164 0.30242 0.19866 -1.1 -1.0 -0.1
C 2.43114 3.55195 1.05494 -1.7 -2.7 10.6
H 2.59722 3.76698 0.23089 2.8 4.9 -14.0
C 2.76558 4.53115 2.04958 -17.2 -0.6 6.0
C 3.81503 5.19047 2.25490 14.1 4.4 -3.5
H 4.14984 5.94138 2.89844 -0.9 0.8 2.0
H 4.22787 5.65837 1.31013 -0.5 0.0 0.1
H 4.58286 4.40073 2.26750 0.9 0.1 0.7
H 1.76593 5.45106 2.25396 1.9 -2.1 -1.6
H 2.45538 4.21974 3.15435 0.4 -0.9 -2.1
H 3.14812 2.84088 1.16362 2.2 -2.7 0.7
H 0.39886 4.50700 0.34059 -1.8 -0.8 -0.1
H -0.48281 3.88774 1.74961 0.0 0.5 1.5
H -1.48827 1.95225 0.74897 -0.4 -2.8 2.2
H -1.55502 1.67145 -1.76235 2.3 0.9 1.4
H -0.29121 3.05364 -1.81446 -1.2 -0.2 0.7
H 0.29124 1.76466 -0.91821 -1.7 -0.6 -0.9